# 1
A structure of composition C11H23O3P2V at a distorted geometry. Source: the OMol25 dataset; level of theory: ωB97M-V with the def2-TZVPD basis set.

Element x y z (Å)
C 0.453 -2.687 -2.651
C 1.860 -2.881 -2.731
C 2.303 -3.053 -1.388
C 1.194 -3.500 -0.592
C 0.020 -3.124 -1.317
V -0.906 0.734 -2.224
P -3.081 0.001 -2.197
H -0.205 -2.221 -3.385
H 2.494 -2.796 -3.620
H 3.356 -3.061 -1.078
H -1.015 -3.137 -0.963
H 1.242 -4.017 0.367
H -3.559 -1.131 -1.445
H -3.695 -0.194 -3.507
H -3.880 1.095 -1.662
C 2.461 2.705 -1.209
C 2.038 1.506 -0.381
O 0.788 1.873 0.280
P -0.541 0.946 -0.118
O -1.581 1.661 0.948
C -1.481 2.960 1.571
C -0.679 2.902 2.853
O -0.095 -0.296 0.903
C -1.076 -1.028 1.669
C -0.242 -1.805 2.678
H 1.738 2.866 -2.020
H 3.430 2.526 -1.684
H 2.517 3.628 -0.621
H 1.954 0.611 -1.040
H 2.754 1.264 0.416
H -1.091 3.733 0.884
H -2.524 3.221 1.789
H 0.341 2.585 2.632
H -0.634 3.885 3.340
H -1.149 2.190 3.539
H -1.772 -0.348 2.192
H -1.675 -1.668 0.994
H 0.308 -1.098 3.319
H -0.866 -2.437 3.323
H 0.497 -2.410 2.134

Atomic forces in eV per Å
C -0.8 -0.2 1.2
C 0.2 1.9 1.2
C 0.3 -2.2 -0.8
C -0.8 1.8 -0.9
C 1.0 0.2 -0.5
V 1.3 -1.1 -2.4
P -1.3 0.1 0.1
H 0.0 -0.7 -0.3
H -0.3 0.4 0.4
H -0.4 -0.4 -0.2
H 0.3 -0.2 -0.2
H 0.0 0.5 -0.1
H 0.0 0.6 -0.5
H 0.0 -0.1 1.1
H 0.2 -0.9 -0.4
C 0.2 -0.1 -0.2
C -0.2 0.4 0.0
O -0.3 -0.7 -1.1
P 1.5 0.2 6.2
O 0.1 0.4 -1.2
C -0.4 0.2 -0.1
C 0.1 -0.1 0.0
O -1.1 0.8 -1.5
C 0.1 -0.1 0.1
C 0.1 -0.1 -0.1
H 0.0 0.0 0.1
H 0.0 0.0 0.1
H 0.0 -0.3 0.0
H -0.2 0.3 0.5
H -0.2 0.1 -0.3
H 0.0 -0.5 0.1
H 0.2 0.0 0.0
H -0.1 0.0 0.1
H -0.1 -0.2 -0.1
H 0.2 0.1 0.0
H 0.4 -0.1 -0.3
H 0.4 0.0 0.3
H -0.2 -0.2 -0.2
H 0.1 0.1 -0.2
H -0.3 0.0 0.2

The net charge is 0. Its energy is -2285.1101 hartree. The expectation value of S² is 2.14. The calculation puts the relative energy (zero: lowest compared OMol25 entry of this formula, charge and spin) at 105.31 kcal/mol. As for the multiplicity: 3. The lowest unoccupied orbital energy (spin up / spin down) is -1.595 / -1.479 eV.

# 2
A structure of composition C14H12AlAsBrF6N3O at a distorted geometry. Source: the OMol25 dataset; level of theory: ωB97M-V with the def2-TZVPD basis set.

Element x y z (Å)
Al 0.226 -0.559 0.502
O 5.571 1.711 -1.023
C 4.534 1.131 -0.528
C 4.527 -0.116 0.156
C 3.339 -0.641 0.610
N 2.150 -0.023 0.442
C 2.161 1.173 -0.190
Br 0.406 1.873 -0.328
C 3.273 1.788 -0.686
H 6.443 1.275 -0.936
H 5.445 -0.668 0.310
H 3.313 -1.593 1.126
H 3.252 2.747 -1.191
N -1.877 -0.417 0.354
C -2.444 -0.149 1.638
C -3.809 -0.013 1.875
C -4.270 0.152 3.181
C -3.380 0.200 4.255
C -1.985 0.026 4.052
C -1.025 -0.014 5.084
C 0.317 -0.143 4.749
C 0.685 -0.223 3.406
N -0.201 -0.192 2.416
C -1.515 -0.104 2.717
H -2.299 0.200 -0.360
H -2.201 -1.345 0.031
H -4.521 -0.061 1.060
H -5.337 0.222 3.362
H -3.749 0.410 5.252
H -1.332 0.030 6.123
H 1.074 -0.186 5.520
H 1.730 -0.302 3.134
F 0.286 -1.147 -1.160
As 0.376 -3.349 -0.954
F 0.245 -2.275 0.902
F -1.314 -2.999 -0.911
F 2.015 -2.969 -0.666
F 0.504 -3.538 -2.581
F 0.290 -4.780 -0.142

Atomic forces in eV per Å
Al 0.6 -0.2 -0.5
O 0.9 0.6 -0.4
C -1.3 -1.1 0.8
C -0.1 0.4 -0.2
C 0.3 0.1 -0.1
N -0.8 0.4 0.1
C 1.1 -0.3 0.0
Br 0.0 0.5 -0.1
C 0.3 0.1 0.0
H -0.6 0.0 0.1
H 0.0 0.0 0.0
H 0.0 0.0 -0.1
H -0.1 0.0 0.0
N -0.4 0.0 -0.3
C -0.2 -0.1 -0.1
C -0.5 0.1 0.5
C -0.5 -0.1 -1.3
C 0.7 0.1 0.6
C 0.6 -0.1 -0.6
C -0.1 0.0 -0.2
C -0.2 0.0 -0.1
C 0.3 0.2 0.6
N -0.7 0.0 -0.1
C 0.2 0.2 1.0
H 0.3 0.0 0.2
H 0.3 0.0 0.1
H 0.0 0.0 0.0
H 0.0 0.1 0.0
H 0.0 -0.1 0.1
H 0.0 0.1 0.0
H 0.0 0.0 0.0
H 0.0 0.0 -0.1
F 0.0 -0.6 -0.4
As -0.1 2.2 1.0
F 0.0 -0.8 -0.1
F 1.0 -0.4 0.0
F -1.0 -0.3 -0.2
F -0.1 -0.2 -0.2
F 0.1 -0.2 -0.1

The net charge is +3. Its energy is -6430.8295 hartree. The expectation value of S² is 0.78. The calculation puts the relative energy (zero: lowest compared OMol25 entry of this formula, charge and spin) at 4.37 kcal/mol. As for the multiplicity: 2. The lowest unoccupied orbital energy (spin up / spin down) is -11.367 / -14.294 eV.

# 3
A structure of composition C23H21I2N6O10Ru. Source: the OMol25 dataset; level of theory: ωB97M-V with the def2-TZVPD basis set.

Element x y z (Å)
Ru 0.035 0.236 -0.263
I -0.803 -0.702 2.843
C 1.019 0.321 3.188
I 2.453 -0.084 1.672
H 1.425 -0.013 4.135
H 0.801 1.382 3.178
O 4.080 -0.176 -7.297
C 4.171 -0.444 -5.987
O 5.204 -0.774 -5.488
C 2.920 -0.302 -5.151
C 2.897 -1.002 -3.949
C 1.818 -0.889 -3.096
C 0.750 -0.070 -3.448
C 0.771 0.655 -4.631
C 1.858 0.529 -5.485
N -0.330 0.061 -2.525
C -1.537 0.112 -2.925
C -2.619 0.360 -1.967
C -3.919 0.560 -2.381
C -4.880 0.898 -1.431
C -4.496 1.031 -0.111
C -3.169 0.795 0.230
N -2.253 0.452 -0.672
H 3.168 -0.059 -7.586
H 3.749 -1.619 -3.696
H 1.794 -1.438 -2.163
H -0.027 1.346 -4.872
H 1.882 1.127 -6.387
H -1.787 -0.001 -3.979
H -4.173 0.475 -3.429
H -5.906 1.069 -1.728
H -5.197 1.323 0.658
H -2.831 0.894 1.254
O -0.589 8.087 0.541
N 0.214 7.398 -0.043
O 1.090 7.775 -0.783
C 0.115 5.939 0.181
C 1.007 5.111 -0.450
C 0.885 3.738 -0.264
C -0.086 3.176 0.586
O -0.220 1.905 0.855
C -0.951 4.099 1.202
C -0.892 5.453 1.004
N -2.001 3.518 2.052
O -3.148 3.733 1.726
O -1.643 2.830 2.983
N 1.818 2.896 -0.985
O 1.536 1.684 -1.173
O 2.819 3.367 -1.425
H 1.776 5.522 -1.090
H -1.596 6.132 1.467
C -1.020 -5.242 0.110
N -0.126 -4.129 -0.217
C 1.220 -4.477 -0.669
C -0.516 -2.893 -0.079
O 0.211 -1.892 -0.336
H -1.222 -5.821 -0.789
H -1.953 -4.862 0.517
H -0.540 -5.883 0.848
H 1.147 -5.273 -1.407
H 1.808 -4.828 0.178
H 1.695 -3.608 -1.112
H -1.536 -2.756 0.285

Atomic forces in eV per Å
Ru 0.0 0.1 0.0
I 0.0 0.0 0.0
C 0.0 0.0 0.0
I 0.0 0.0 0.0
H 0.0 0.0 0.0
H 0.0 0.0 0.0
O 0.0 0.0 0.0
C 0.0 0.0 0.1
O 0.0 0.0 0.0
C 0.0 0.0 0.0
C 0.0 0.0 0.0
C 0.0 0.0 0.0
C 0.0 0.0 0.0
C 0.0 0.0 0.0
C 0.0 0.0 0.0
N 0.0 0.0 0.0
C 0.0 0.0 0.0
C 0.0 0.0 0.0
C 0.0 0.0 0.0
C 0.0 0.0 0.0
C 0.0 0.0 0.0
C 0.0 0.0 0.0
N 0.0 0.0 0.0
H 0.0 0.0 0.0
H 0.0 0.0 0.0
H 0.0 0.0 0.0
H 0.0 0.0 0.0
H 0.0 0.0 0.0
H 0.0 0.0 0.0
H 0.0 0.0 0.0
H 0.0 0.0 0.0
H 0.0 0.0 0.0
H 0.0 0.0 0.0
O 0.0 0.0 0.0
N 0.0 0.0 0.1
O 0.0 0.0 0.0
C 0.0 0.0 0.0
C 0.0 0.0 0.0
C 0.0 0.0 0.0
C 0.1 0.0 0.0
O -0.1 0.0 -0.1
C 0.0 -0.1 0.0
C 0.0 0.0 0.0
N 0.0 0.0 0.0
O 0.0 0.0 0.0
O 0.0 0.0 0.1
N 0.0 0.0 0.0
O 0.0 0.0 0.0
O 0.0 0.0 0.0
H 0.0 0.0 0.0
H 0.0 0.0 0.0
C 0.0 0.0 0.0
N 0.0 0.0 0.0
C 0.0 0.0 0.0
C 0.0 0.0 0.1
O 0.0 0.0 -0.1
H 0.0 0.0 0.0
H 0.0 0.0 0.0
H 0.0 0.0 0.0
H 0.0 0.0 0.0
H 0.0 0.0 0.0
H 0.0 0.0 0.0
H 0.0 0.0 0.0

The net charge is +2. Its energy is -2659.4113 hartree. The expectation value of S² is 8.76. The calculation puts the relative energy (zero: lowest compared OMol25 entry of this formula, charge and spin) at 8.50 kcal/mol. As for the multiplicity: 6. The lowest unoccupied orbital energy (spin up / spin down) is -6.919 / -8.469 eV.

# 4
A structure of composition C14H39N2O8Zn at a distorted geometry. Source: the OMol25 dataset; level of theory: ωB97M-V with the def2-TZVPD basis set.

Element x y z (Å)
Zn -0.176 0.719 -2.198
O 0.761 0.054 1.400
C 0.484 0.126 0.172
O 1.334 0.069 -0.744
O -0.716 0.195 -0.234
H 1.691 -0.165 1.488
C 1.458 3.547 0.337
C 0.220 3.596 -0.589
C -0.082 4.996 -1.064
O 0.494 2.807 -1.764
H 1.946 2.572 0.322
H 1.112 3.793 1.341
H 2.226 4.272 0.068
H -0.750 3.261 -0.221
H -0.253 5.661 -0.217
H -0.895 5.066 -1.787
H 0.833 5.337 -1.549
H 1.208 3.320 -2.149
C -0.666 -4.747 2.613
C -0.037 -3.401 2.514
C 1.378 -3.437 1.859
O 1.264 -3.705 0.454
C 2.520 -3.387 -0.213
N -0.912 -2.504 1.816
H -0.847 -5.224 1.650
H -1.647 -4.652 3.078
H -0.190 -5.377 3.365
H 0.074 -2.841 3.443
H 1.991 -4.149 2.413
H 1.845 -2.493 2.142
H 2.777 -2.335 -0.091
H 2.441 -3.622 -1.274
H 3.347 -3.929 0.246
H -0.696 -2.721 0.853
H -0.464 -1.599 1.791
C -4.122 1.313 -3.615
C -2.920 0.663 -2.803
C -2.397 -0.630 -3.513
O -1.172 -0.979 -2.843
C -0.819 -2.388 -2.920
N -1.892 1.640 -2.738
H -4.930 0.628 -3.359
H -4.007 1.300 -4.699
H -4.344 2.331 -3.295
H -3.213 0.483 -1.769
H -2.211 -0.521 -4.582
H -3.094 -1.438 -3.290
H -0.768 -2.853 -3.905
H -1.628 -2.960 -2.465
H 0.035 -2.722 -2.331
H -2.387 2.365 -2.239
H -1.908 1.996 -3.683
C -1.060 1.314 3.652
O -1.660 1.496 2.430
H 0.004 1.541 3.586
H -1.428 1.916 4.483
H -1.190 0.265 3.917
H -1.166 1.144 1.687
C 4.415 1.022 2.286
O 3.306 0.130 2.501
H 4.696 1.407 3.266
H 5.336 0.744 1.773
H 4.082 1.951 1.822
H 3.368 -0.258 3.377

Atomic forces in eV per Å
Zn 2.0 0.0 -0.3
O 0.2 -0.1 3.4
C -1.5 -0.5 -5.8
O 2.2 0.0 0.5
O -1.4 0.9 1.8
H 1.0 0.2 0.4
C -1.1 -0.1 0.3
C 0.0 0.2 -0.5
C 0.8 0.6 0.1
O -0.1 0.7 0.5
H -0.3 -0.1 0.1
H 0.3 -0.1 0.2
H -0.2 0.2 -0.3
H 0.5 -0.8 0.8
H -0.2 0.1 0.0
H -0.1 -0.2 0.2
H 0.0 0.4 -0.2
H 0.4 -0.6 -0.8
C -1.0 -0.5 1.3
C 1.2 0.8 -0.2
C -1.0 -0.2 0.7
O 1.5 0.7 0.6
C -0.6 0.0 0.6
N -0.1 0.4 -1.6
H 0.5 -0.1 0.0
H -0.3 0.3 -0.2
H 0.6 -0.4 -0.5
H 0.4 -0.9 0.8
H 0.2 -0.7 -0.4
H 0.2 0.6 -0.8
H -0.3 0.2 -0.1
H -0.1 -0.1 0.2
H 0.0 -0.4 -0.1
H -0.9 -0.4 -0.9
H -0.3 0.6 0.7
C 0.2 -1.9 1.1
C -1.7 -0.8 -1.9
C 0.0 0.1 1.7
O 0.2 -1.7 -0.6
C -1.3 -0.7 0.5
N -0.4 1.2 -0.4
H -0.7 0.5 -0.3
H 0.4 0.0 0.0
H 0.0 -0.1 0.2
H -0.2 -0.6 -0.2
H -0.2 0.2 -0.1
H -0.2 0.0 -0.4
H 0.4 0.9 -0.5
H -0.4 0.1 0.3
H 0.3 1.1 -0.1
H 0.7 0.8 0.7
H 1.1 0.4 -0.4
C 1.3 -1.1 0.4
O -1.6 1.5 -0.8
H 0.3 -0.1 0.2
H -0.6 0.3 -0.5
H 0.3 -0.2 0.5
H 0.2 -0.4 0.1
C -0.4 1.5 1.4
O 0.7 -0.1 -0.9
H 0.4 -0.2 0.2
H -0.4 -1.1 -0.2
H -0.5 -0.3 -0.5
H 0.2 0.0 0.0

The net charge is 0. Its energy is -3047.4348 hartree. The expectation value of S² is 0.75. As for the multiplicity: 2. The lowest unoccupied orbital energy (spin up / spin down) is 0.440 / 0.432 eV.

# 5
The ion C6H13N2 with charge +1 at a distorted geometry. Source: the OMol25 dataset; level of theory: ωB97M-V with the def2-TZVPD basis set.

Element x y z (Å)
C -1.065 -0.193 -1.418
C -0.894 -1.842 0.507
C -1.102 1.096 1.186
C 1.315 0.324 1.417
C 1.437 0.195 -1.501
C 0.111 0.439 0.544
N -1.338 -1.559 -0.659
N 0.166 0.225 -0.792
H -1.227 -0.108 -2.508
H -1.861 0.379 -0.860
H -1.298 -2.769 0.836
H -1.569 0.486 2.023
H -1.758 1.484 0.435
H -0.637 1.933 1.697
H 2.018 1.139 1.271
H 1.966 -0.388 1.131
H 0.948 0.256 2.375
H 1.292 0.246 -2.630
H 2.081 -0.709 -1.197
H 1.989 1.048 -1.105
H -2.054 -2.021 -1.221

Atomic forces in eV per Å
C -0.8 0.5 3.9
C 0.5 1.6 -1.2
C 1.0 -1.0 1.0
C -1.0 2.6 -2.1
C 1.3 -1.2 -0.1
C -0.5 -1.3 -1.1
N -0.6 0.3 -2.0
N -0.5 1.3 0.3
H 0.7 -0.7 0.7
H 0.6 -0.3 -1.6
H -0.4 -0.9 0.5
H 0.4 0.6 -1.4
H -0.7 0.2 0.1
H -0.1 0.4 0.1
H -0.4 1.1 0.4
H 1.6 -3.4 -0.7
H -0.2 -0.2 2.3
H 0.2 0.0 1.7
H -1.1 1.0 -0.7
H 0.1 0.1 -0.6
H 0.2 -0.7 0.5

The net charge is +1. Its energy is -345.5535 hartree. The calculation puts the relative energy (zero: lowest compared OMol25 entry of this formula, charge and spin) at 89.46 kcal/mol. The lowest unoccupied orbital energy is -3.660 eV.